1.
Formula: C3H4N5O2
Source: the OMol25 dataset
Level of theory: wB97M-V/def2-TZVPD

Computed properties:
HOMO (alpha / beta), eV: -3.13 / -3.13
Orbital gap (alpha / beta), eV: 3.9 / 3.9
LUMO energy (alpha / beta), Eh: 0.0284 / 0.0284

Geometry as ORCA input:
```
! wB97M-V def2-TZVPD RIJCOSX def2/J DEFGRID3
* xyz -1 1
O 2.12 1.14 0.19
O 3.09 -0.26 1.59
N -3.73 0.38 1.31
N -3.32 -0.93 1.16
N 2.69 0.03 0.47
N -2.95 1.17 0.64
N -2.29 -1.00 0.43
C -1.11 0.70 -0.90
C -1.96 0.34 0.07
C 2.87 -0.81 -0.54
H 2.60 -0.65 -1.57
H -0.79 1.65 -1.03
H -0.67 -0.07 -1.56
H 3.46 -1.67 -0.25
*
```


2.
Formula: C27H63N9O9
Source: the OMol25 dataset
Level of theory: wB97M-V/def2-TZVPD

Computed properties:
HOMO, eV: -8.91
SMILES: CN(C)C=O.CN(C)C=O.CN(C)C=O.CN(C)C=O.CN(C)C=O.CN(C)C=O.CN(C)C=O.CN(C)C=O.CN(C)C=O
Orbital gap, eV: 8.9
LUMO energy, Eh: -0.0021

Geometry as ORCA input:
```
! wB97M-V def2-TZVPD RIJCOSX def2/J DEFGRID3
* xyz 0 1
O -2.78 4.22 5.47
O 0.08 -1.26 1.14
O -6.52 -4.76 -0.82
O 6.87 -1.20 2.51
O -2.37 -0.94 -4.92
O 0.46 6.40 -3.74
O 2.71 -8.55 5.69
O -7.23 4.27 0.13
O 1.71 -6.78 -0.23
N 2.63 -5.87 -2.04
N 0.34 0.86 0.64
N 6.76 0.03 0.65
N -3.13 6.13 6.64
N 2.18 7.84 -3.35
N -0.26 -0.82 -5.86
N 2.05 -6.44 5.45
N -4.53 -5.65 -0.26
N -6.45 3.16 -1.75
C -4.34 6.45 6.05
C 2.67 -5.89 6.65
C 3.33 8.69 -3.70
C 0.00 -0.39 0.27
C 0.75 1.32 2.03
C 7.51 0.89 -0.28
C 1.23 -5.31 4.77
C 2.34 -5.85 -0.72
C 0.43 2.03 -0.37
C 3.05 -4.66 -2.71
C 2.77 -7.10 -2.77
C 0.02 0.61 -5.57
C 2.03 -7.68 5.10
C -3.87 -4.61 0.37
C -7.56 3.45 -2.66
C -2.64 7.12 7.57
C 7.37 -0.43 1.75
C -2.52 4.96 6.31
C -5.77 -5.68 -0.83
C 1.34 7.14 -4.20
C 2.05 7.80 -1.85
C -3.73 -6.82 -0.23
C 5.39 -0.34 0.35
C 0.66 -1.50 -6.75
C -6.49 3.44 -0.43
C -1.43 -1.44 -5.53
C -5.30 2.44 -2.26
H 4.59 0.38 0.54
H -3.05 -4.29 -0.28
H 0.72 -2.58 -6.63
H 8.38 0.01 1.74
H -2.97 -6.83 -1.01
H -2.26 7.93 6.96
H 2.01 8.76 -1.32
H -0.12 1.15 -6.51
H -3.30 -6.95 0.76
H -5.57 1.39 -2.19
H 4.13 -4.83 -2.78
H 5.20 -0.73 -0.65
H 5.04 -1.10 1.05
H 2.55 -4.48 -3.66
H -0.25 -0.56 -0.79
H -4.34 -7.71 -0.38
H 0.51 3.02 0.07
H -1.59 -2.44 -5.96
H 7.49 0.45 -1.28
H -7.15 4.21 -3.33
H 2.86 7.24 -1.37
H 0.32 -5.13 5.35
H 1.56 7.21 -5.28
H -5.15 2.76 -3.29
H -0.02 2.04 2.30
H 0.29 -1.24 -7.74
H -5.65 2.90 0.04
H 2.20 -7.78 -2.14
H 8.56 0.68 -0.13
H 1.13 2.02 -1.21
H 1.77 -4.37 4.74
H -1.71 4.78 7.03
H 1.09 7.37 -1.59
H 2.31 -6.97 -3.75
H -5.15 5.83 6.43
H 1.36 -7.88 4.24
H -3.49 7.45 8.17
H -7.95 2.54 -3.11
H 1.69 1.83 1.82
H 0.96 0.63 2.84
H 3.62 8.31 -4.68
H 3.32 -5.09 6.30
H 4.14 8.57 -2.98
H -3.49 -4.95 1.33
H -4.35 -3.67 0.66
H -1.74 6.83 8.11
H 3.18 9.77 -3.83
H 1.64 -1.07 -6.54
H 2.86 -3.75 -2.15
H 7.27 1.94 -0.10
H 3.76 -7.55 -2.81
H 2.62 -4.94 -0.17
H -0.51 2.01 -0.92
H 1.88 -5.68 7.37
H -0.66 1.18 -4.93
H 0.99 0.82 -5.12
H -5.90 -6.71 -1.20
H 0.96 -5.64 3.76
H 3.24 -6.66 7.17
H -4.33 6.28 4.98
H -4.33 2.66 -1.80
H -4.58 7.51 6.21
H -8.42 3.84 -2.10
*
```


3.
Formula: C25H51O19Tl
Source: the OMol25 dataset
Level of theory: wB97M-V/def2-TZVPD

Computed properties:
HOMO (alpha / beta), eV: -12.45 / -12.45
Orbital gap (alpha / beta), eV: 9.4 / 7.7
LUMO energy (alpha / beta), Eh: -0.1118 / -0.1744

Geometry as ORCA input:
```
! wB97M-V def2-TZVPD RIJCOSX def2/J DEFGRID3
* xyz 1 2
Tl 2.94 -17.56 -25.18
O -0.24 -19.99 -21.62
O 1.41 -15.77 -23.32
O -5.42 -10.69 -25.17
O -1.52 -18.73 -27.16
O -3.82 -11.91 -23.76
O 0.00 -18.15 -25.71
O -4.06 -20.36 -19.55
O 6.49 -13.36 -26.01
O -0.94 -14.11 -16.86
O -3.98 -18.49 -20.71
O -0.39 -21.04 -23.40
O -4.77 -18.38 -18.51
O 6.09 -13.38 -23.94
O -5.35 -12.98 -24.98
O 1.28 -19.41 -23.21
O 4.98 -14.97 -25.25
O -1.77 -16.84 -26.26
O -0.40 -15.93 -17.95
O 0.92 -14.00 -17.97
C -1.74 -10.91 -23.80
C 1.88 -14.65 -18.82
C -0.09 -21.32 -24.76
C -4.90 -11.77 -24.64
C -4.35 -19.04 -19.51
C 4.27 -12.77 -22.44
C -0.15 -14.76 -17.62
C -4.22 -17.09 -20.98
C 0.71 -15.05 -22.37
C -2.60 -15.01 -24.98
C -0.99 -17.87 -26.32
C -4.21 -21.13 -18.38
C -1.37 -21.96 -25.42
C -3.13 -10.83 -23.25
C 5.47 -13.75 -22.75
C -0.23 -18.78 -20.94
C -2.88 -18.70 -27.74
C 0.36 -20.11 -22.73
C -6.58 -13.11 -25.73
C -2.14 -14.64 -16.35
C -2.85 -16.37 -20.94
C 6.44 -13.82 -27.28
C -1.41 -15.82 -25.37
C -3.24 -13.59 -16.22
C 5.76 -14.00 -25.12
H -1.44 -23.03 -25.22
H 2.69 -15.06 -18.23
H -5.26 -21.21 -18.10
H 6.97 -14.77 -27.22
H 4.58 -11.80 -22.07
H 0.35 -15.73 -21.60
H -6.53 -12.75 -26.76
H -7.31 -12.48 -25.22
H -3.36 -17.74 -27.90
H 5.08 -14.76 -22.93
H -4.87 -16.70 -20.20
H 1.40 -14.30 -21.98
H 3.80 -13.15 -21.54
H -1.32 -11.88 -23.52
H -2.54 -15.41 -17.01
H -2.94 -19.27 -28.67
H 0.76 -18.71 -20.51
H -2.34 -14.28 -24.21
H -1.79 -15.12 -15.44
H -3.38 -15.64 -24.54
H -3.56 -13.25 -17.20
H -0.99 -16.15 -24.42
H -0.47 -18.01 -21.67
H 2.24 -13.90 -19.52
H -3.03 -14.47 -25.82
H 0.00 -14.35 -22.81
H -3.66 -20.55 -17.64
H -2.92 -15.31 -20.69
H -1.15 -10.14 -23.30
H -0.65 -15.21 -25.86
H -2.21 -16.84 -20.19
H -3.76 -22.11 -18.46
H 6.25 -13.87 -21.99
H -1.16 -22.03 -26.48
H 0.77 -22.00 -24.79
H -2.31 -21.41 -25.31
H 1.37 -15.42 -19.39
H -3.04 -12.75 -15.55
H -4.52 -16.94 -22.02
H -6.83 -14.17 -25.78
H -1.68 -10.82 -24.88
H 6.99 -13.24 -28.03
H -2.44 -16.47 -21.94
H 0.27 -20.49 -25.35
H -0.95 -18.73 -20.11
H 3.56 -12.67 -23.26
H -3.14 -10.89 -22.16
H -3.53 -19.20 -27.02
H 5.52 -14.02 -27.82
H -3.58 -9.86 -23.46
H -4.11 -14.07 -15.77
*
```


4.
Formula: C4H7N2S
Source: the OMol25 dataset
Level of theory: wB97M-V/def2-TZVPD

Computed properties:
HOMO, eV: -13.35
Orbital gap, eV: 8.9
LUMO energy, Eh: -0.1650

Geometry as ORCA input:
```
! wB97M-V def2-TZVPD RIJCOSX def2/J DEFGRID3
* xyz 1 1
S -1.70 0.96 0.06
N -0.05 0.60 -0.04
N 2.04 -0.04 0.31
C 2.07 1.15 -0.40
C 0.74 -0.30 0.60
C -2.61 -1.25 0.11
C 0.81 1.53 -0.66
H 3.02 1.48 -0.74
H 2.78 -0.71 0.47
H -2.36 -1.56 1.25
H 0.53 2.31 -1.34
H -3.71 -1.20 -0.12
H -1.99 -1.83 -0.64
H 0.43 -1.15 1.13
*
```


5.
Formula: C2H6N2OS
Source: the OMol25 dataset
Level of theory: wB97M-V/def2-TZVPD

Computed properties:
HOMO, eV: -9.40
SMILES: [H]/N=C(\NS)OC
Orbital gap, eV: 10.1
LUMO energy, Eh: 0.0264

Geometry as ORCA input:
```
! wB97M-V def2-TZVPD RIJCOSX def2/J DEFGRID3
* xyz 0 1
S -0.43 1.84 0.87
O 0.70 -0.77 0.40
N -0.82 0.72 -0.34
N -0.28 -1.21 -1.62
C -0.14 -0.47 -0.60
C 1.44 -1.98 0.21
H -0.96 -0.81 -2.31
H 2.07 -1.93 -0.68
H -1.50 1.06 -1.02
H 0.77 -2.81 0.11
H -1.23 1.39 1.85
H 2.08 -2.09 1.08
*
```


6.
Formula: C2H3NO2
Source: the OMol25 dataset
Level of theory: wB97M-V/def2-TZVPD

Computed properties:
HOMO, eV: -10.19
SMILES: O=NO.C#C
Orbital gap, eV: 10.6
LUMO energy, Eh: 0.0161

Geometry as ORCA input:
```
! wB97M-V def2-TZVPD RIJCOSX def2/J DEFGRID3
* xyz 0 1
O -2.06 0.81 -0.45
O -2.29 -1.16 0.56
N -2.80 -0.19 0.06
C 0.96 -0.42 0.43
C 0.81 -0.22 -0.74
H -1.13 0.60 -0.33
H 0.39 -0.12 -1.68
H 1.50 -0.63 1.29
*
```


Respective energy above the lowest of the compared OMol25 structures with the same formula, charge and spin values: 289.6, 1031.0, 0.0, 225.1, 124.2, 536.0 kJ/mol.